{"formula": "C5H5F3", "method": "wB97M-V/def2-TZVPD", "symbols": ["C", "C", "C", "C", "C", "F", "F", "F", "H", "H", "H", "H", "H"], "positions_angstrom": [[-0.116, 0.211, 0.343], [-0.840, -0.010, 1.407], [0.029, -0.288, -0.979], [0.934, 0.795, -0.481], [0.458, 2.473, -0.928], [1.566, 3.130, -1.366], [-0.480, 2.474, -1.885], [-0.037, 3.195, 0.058], [-0.710, 0.551, 2.290], [-1.469, -0.794, 1.236], [0.611, -1.118, -1.362], [-0.709, 0.177, -1.616], [2.002, 0.840, -0.190]], "atomic_forces_ev_per_a": [[1.033, -0.631, 0.876], [1.676, 1.433, -0.563], [0.783, 0.295, -2.311], [-0.877, 5.758, 0.738], [1.669, -2.877, 0.086], [-0.626, -0.420, -0.094], [0.358, -0.171, -0.191], [-0.050, -0.096, 0.786], [-0.241, 0.327, 0.972], [-2.083, -1.871, 0.554], [-0.682, -0.588, 0.348], [-0.141, -0.568, -0.711], [-0.820, -0.591, -0.489]], "nbo_charge": [-0.01, -0.37, -0.46, -0.30, 0.98, -0.34, -0.33, -0.32, 0.21, 0.21, 0.24, 0.24, 0.25], "e_homo_ev": -10.123, "e_tot_ha": -493.01805, "de_lowest_kcal_mol": 35.0, "gap_ev": 11.10, "smiles": "C=C1C[C@H]1C(F)(F)F", "lumo_ev": 1.0}